No. 1
This record from the Open Molecules 2025 dataset describes a cluster of 2 separate species, C5H11NO in total. The level of theory is the ωB97M-V functional and the def2-TZVPD basis.

The geometry in XYZ format:
```
18
C5H11NO (the ωB97M-V functional and the def2-TZVPD basis)
C -2.29822 0.28925 -0.80570
C -1.29386 0.56064 0.32304
C -0.52221 -0.69958 0.53986
N 0.52276 -1.04032 -0.12204
C 1.42417 0.00227 -0.87027
O 0.83665 0.72892 -1.66433
C 2.65128 -0.07193 -0.27331
H -2.97034 1.14157 -0.93296
H -1.73910 0.13023 -1.73116
H -2.90618 -0.59687 -0.59178
H -0.63423 1.37988 0.03193
H -1.81097 0.81880 1.25396
H 0.87669 0.41518 2.00170
H -0.90423 -1.42374 1.26013
H 0.95932 -1.92350 0.12359
H 2.95762 -0.92138 0.32782
H 1.48832 0.48291 1.55980
H 3.36251 0.72767 -0.43028
```

Computed properties:
LUMO energy (spin up / spin down) = 0.2 / 0.2 eV
relative energy (zero: lowest compared OMol25 entry of this formula, charge and spin) = 85.2 kcal per mole

No. 2
This record from the Open Molecules 2025 dataset describes a cluster of 2 separate species, C5H11NO in total. The level of theory is the ωB97M-V functional and the def2-TZVPD basis.

The geometry in XYZ format:
```
18
C5H11NO (the ωB97M-V functional and the def2-TZVPD basis)
C 1.93113 1.53529 -0.38956
N 1.19342 0.49945 -0.40220
C 0.03169 0.50018 0.46187
C -0.02153 1.10266 1.63541
C -1.05574 -0.24550 -0.25095
C -1.78711 -1.22055 0.70168
H 2.87424 1.52885 -0.93497
H 1.49976 2.48876 -0.06752
H -0.91789 1.09375 2.24712
H 0.68249 1.75087 2.13328
H -1.86204 0.42879 -0.57422
H -0.84671 -0.85909 -1.11973
H -2.47552 -1.90245 0.19367
H -1.14048 -1.91370 1.24264
H -2.22465 -0.75615 1.59785
O 1.71369 -1.40372 -2.32488
H 1.55020 -0.86697 -1.52280
H 0.85505 -1.76048 -2.62668
```

Computed properties:
LUMO energy = 0.4 eV
structure (SMILES) = C=NC(=C)CC.O
relative energy (zero: lowest compared OMol25 entry of this formula, charge and spin) = 58.9 kcal per mole

No. 3
This record from the Open Molecules 2025 dataset describes the molecule C5H11NO. The level of theory is the ωB97M-V functional and the def2-TZVPD basis.

The geometry in XYZ format:
```
18
C5H11NO (the ωB97M-V functional and the def2-TZVPD basis)
C 2.36169 -0.31336 -0.14755
N 1.24902 -0.09501 -1.08088
C 0.20065 0.78269 -0.61063
O 0.41521 1.28832 0.64392
C -0.82596 0.16790 0.21118
C -0.98168 -1.34664 0.13525
C -1.97999 0.91013 0.79247
H 2.87328 0.61050 0.15318
H 3.08382 -0.97973 -0.63139
H 2.03000 -0.79966 0.77476
H 1.62205 0.29839 -1.93057
H -0.20294 1.40272 -1.40970
H -1.75482 -1.74976 0.79991
H -0.04814 -1.89370 0.23271
H -1.32108 -1.55079 -0.90157
H -2.95796 0.47657 0.56020
H -1.83699 0.82485 1.87593
H -1.92618 1.96659 0.53279
```

Computed properties:
LUMO energy = 1.0 eV
structure (SMILES) = CN[C@@H]1OC1(C)C
relative energy (zero: lowest compared OMol25 entry of this formula, charge and spin) = 73.9 kcal per mole

No. 4
This record from the Open Molecules 2025 dataset describes the molecule C5H11NO. The level of theory is the ωB97M-V functional and the def2-TZVPD basis.

The geometry in XYZ format:
```
18
C5H11NO (the ωB97M-V functional and the def2-TZVPD basis)
C -0.13909 -0.54462 -2.07313
C 0.18837 -1.07109 -0.67430
C -0.25360 -0.04781 0.39823
C -0.99246 -0.64597 1.59756
N 0.84882 0.79166 0.85379
C 0.98348 2.08915 0.47805
O 0.24746 2.67741 -0.29191
H -1.21356 -0.33446 -2.14330
H 0.38468 0.39813 -2.26972
H 0.11717 -1.25992 -2.86196
H -0.31534 -2.03269 -0.51084
H 1.26377 -1.27271 -0.58552
H -0.92934 0.66177 -0.08885
H -1.66074 -1.45352 1.28544
H -0.31066 -1.05549 2.35162
H -1.60088 0.12139 2.08448
H 1.53028 0.40029 1.49049
H 1.85165 2.57848 0.95986
```

Computed properties:
LUMO energy = 0.9 eV
structure (SMILES) = CC[C@@H](C)NC=O
relative energy (zero: lowest compared OMol25 entry of this formula, charge and spin) = 8.6 kcal per mole

no.,E_tot (eV)
1,-8898.0017
2,-8899.1439
3,-8898.4947
4,-8901.3228